Record 1
14
Properties=species:S:1:pos:R:3:nbo_charge:R:1 method="wB97M-V/def2-TZVPD" e_tot_ev=-7810.378 gap_ev=5.797 e_above_lowest_kj_mol=294.4 e_homo_ev=-2.34 total_charge=-1 lumo_ev=3.459
C -1.7979 0.1003 -1.0394 -0.09
C -0.7348 0.6008 -0.7274 -0.18
C -3.0471 -0.5255 -1.4753 -0.67
C 3.3908 0.3527 1.3940 -0.33
N 2.3703 0.7410 0.7842 -0.15
O 1.5391 1.5824 1.4031 -0.74
H 0.5651 -1.1639 0.9166 0.02
H 0.1089 1.2083 -0.5831 0.27
H -3.6526 0.1513 -2.0336 0.22
H -2.8146 -1.3419 -2.0870 0.22
H -3.6194 -0.9717 -0.5900 0.22
H -0.2300 -1.0769 0.8767 -0.03
H 3.9595 0.7424 2.3183 0.11
H 3.9627 -0.3993 0.8430 0.13

Record 2
34
Properties=species:S:1:pos:R:3:nbo_charge:R:1 method="wB97M-V/def2-TZVPD" e_tot_ev=-36128.205 gap_ev=5.872 e_homo_ev=-6.00 total_charge=0 lumo_ev=-0.128
C 1.2741 4.0575 -0.3800 -0.64
C 0.9598 2.6353 -1.2023 -0.09
O -0.2439 1.9898 -0.6588 -0.81
P -0.8346 0.7080 -1.6786 2.19
O -0.5770 0.9930 -3.2449 -1.06
C 0.1290 -0.9497 -1.3319 -0.75
C 0.2942 -1.0385 0.3038 -0.47
C 0.9150 -2.4560 0.8479 0.29
N 0.6055 -2.7476 2.3178 -0.57
C 1.3114 -4.0742 2.6152 -0.05
C 2.0401 -4.5415 1.1937 -0.06
N 1.7492 -3.4949 0.1152 -0.58
O -2.5809 0.4490 -1.5570 -0.74
C -3.1072 0.9853 -0.2929 -0.11
C -3.3797 2.6186 -0.3083 -0.67
H 0.2957 4.6777 -0.1611 0.23
H 1.9145 3.8546 0.5788 0.22
H 1.9410 4.6945 -1.1374 0.22
H 1.9223 1.9635 -1.0044 0.18
H 0.8984 2.9398 -2.3305 0.23
H 1.2271 -0.7765 -1.7634 0.26
H -0.3852 -1.8839 -1.8204 0.27
H 1.0852 -0.1947 0.5963 0.24
H -0.7045 -0.7286 0.8687 0.23
H 0.0491 -2.2107 3.0193 0.46
H 1.2871 -4.6132 3.6597 0.30
H 2.6919 -5.5312 1.0708 0.31
H 2.0390 -3.4692 -0.8929 0.46
H -4.1845 0.4921 -0.1461 0.20
H -2.4853 0.6419 0.6586 0.17
H -4.4983 2.9191 -0.1428 0.23
H -2.8980 3.0491 -1.2931 0.24
H -2.7143 3.0525 0.5827 0.22
I 3.9638 -4.0108 2.9185 -0.57

Record 3
17
Properties=species:S:1:pos:R:3:nbo_charge:R:1 method="wB97M-V/def2-TZVPD" e_tot_ev=-18719.151 gap_ev="7.419 / 7.238" e_above_lowest_kj_mol=40.0 e_homo_ev="-9.75 / -9.65" total_charge=0 lumo_ev="-2.326 / -2.411"
C 0.3939 2.7125 -2.0831 0.37
C 0.0958 0.6313 0.7940 0.50
N 0.1069 3.0873 -3.1196 -0.19
N -0.8297 -0.2899 0.9640 -0.65
N -0.1849 -2.6582 0.1378 -0.55
N 0.8038 2.2830 -0.8461 0.25
N 0.0810 1.2576 -0.4423 -0.22
N -0.8848 -2.8751 -0.8387 0.60
N 1.0008 1.0890 1.8152 -0.85
O 1.8434 2.7703 -0.3353 -0.38
O -1.8728 -2.0018 -0.9364 -0.54
O -0.7588 -3.7143 -1.6672 -0.42
H -1.7707 -1.2185 -0.2878 0.53
H -0.8819 -0.7500 1.9455 0.39
H 0.5410 -3.3099 0.3804 0.35
H 0.6832 1.1706 2.8792 0.41
H 1.6337 1.8160 1.6403 0.41

Record 4
64
Properties=species:S:1:pos:R:3:nbo_charge:R:1 method="wB97M-V/def2-TZVPD" smiles="CCN(CC)CCNC(=O)c1ccc(NC(=O)c2ccc(COc3ccccc3)cc2)cc1" e_tot_ev=-39115.991 gap_ev=8.922 e_above_lowest_kj_mol=188.7 e_homo_ev=-8.48 total_charge=0 lumo_ev=0.438
C -4.5181 -4.8984 7.0069 -0.64
H -5.4148 -5.2044 6.4736 0.20
H -3.9368 -5.7864 7.2434 0.20
H -4.8158 -4.4284 7.9405 0.22
C -3.6974 -3.9068 6.1734 -0.21
N -3.2200 -4.3876 4.8897 -0.48
C -2.1427 -5.3608 4.9809 -0.22
H -2.0992 -5.9151 4.0419 0.20
C -0.7944 -4.6623 5.1861 -0.23
N -0.5572 -3.7182 4.1239 -0.62
C 0.5523 -3.7406 3.3539 0.67
O 1.4829 -4.4991 3.5637 -0.64
C 0.5814 -2.7365 2.2504 -0.16
C -0.5581 -2.2821 1.5945 -0.18
C -0.4679 -1.3626 0.5675 -0.21
C 0.7762 -0.8723 0.1787 0.15
C 1.9238 -1.3379 0.8222 -0.24
C 1.8247 -2.2636 1.8376 -0.16
H 2.7078 -2.6376 2.3329 0.24
H 2.8944 -0.9706 0.5177 0.20
N 0.9363 0.0746 -0.8328 -0.60
C -0.0108 0.6468 -1.6362 0.67
O -1.1918 0.3698 -1.6132 -0.60
C 0.5447 1.6567 -2.5850 -0.15
C 1.6142 2.4890 -2.2701 -0.20
C 2.0593 3.4284 -3.1821 -0.16
C 1.4467 3.5544 -4.4209 -0.05
C 0.3690 2.7322 -4.7319 -0.20
C -0.0814 1.7990 -3.8210 -0.16
H -0.9261 1.1663 -4.0471 0.24
H -0.1213 2.8309 -5.6896 0.21
C 1.9324 4.5580 -5.4333 -0.07
O 2.7466 5.5192 -4.8039 -0.50
C 3.2692 6.5300 -5.5543 0.30
C 3.0912 6.6853 -6.9239 -0.27
C 3.6781 7.7582 -7.5760 -0.20
C 4.4403 8.6785 -6.8826 -0.24
C 4.6187 8.5234 -5.5163 -0.19
C 4.0400 7.4606 -4.8558 -0.26
H 4.1667 7.3257 -3.7930 0.22
H 5.2113 9.2367 -4.9631 0.21
H 4.8922 9.5110 -7.3998 0.21
H 3.5325 7.8687 -8.6406 0.21
H 2.5026 5.9837 -7.4943 0.21
H 1.0677 5.0408 -5.9122 0.19
H 2.5027 4.0284 -6.2146 0.19
H 2.8813 4.0808 -2.9343 0.22
H 2.0866 2.4384 -1.2988 0.21
H 1.8959 0.3410 -1.0066 0.40
H -1.3544 -1.0226 0.0594 0.25
H -1.5325 -2.6645 1.8587 0.21
H -1.3295 -3.1055 3.9156 0.41
H 0.0207 -5.3891 5.1658 0.24
H -0.7766 -4.1433 6.1511 0.18
H -2.2954 -6.0880 5.7918 0.18
C -4.2785 -4.7736 3.9688 -0.21
C -3.9010 -4.4384 2.5278 -0.61
H -2.9810 -4.9383 2.2346 0.20
H -3.7652 -3.3650 2.4211 0.20
H -4.6930 -4.7543 1.8535 0.21
H -5.1772 -4.2099 4.2284 0.20
H -4.5202 -5.8452 4.0461 0.17
H -4.3053 -3.0174 5.9793 0.19
H -2.8269 -3.5903 6.7524 0.19

Record 5
164
Properties=species:S:1:pos:R:3:lowdin_charge:R:1 method="wB97M-V/def2-TZVPD" e_tot_ev=-134540.187 gap_ev=8.188 e_homo_ev=-7.26 total_charge=-1 lumo_ev=0.931
Cs 2.3375 -2.6796 -2.7259 1.12
S 0.4376 -0.4706 -0.8181 0.16
O 1.7884 -0.7672 -0.4229 -0.46
O -0.2128 -1.7562 -1.0111 -0.41
O -0.2352 0.3387 0.1975 -0.33
O 0.5018 0.1723 -2.1225 -0.39
C 1.0005 -0.3559 3.3661 0.02
C -0.3942 0.2785 3.6399 -0.55
O -0.7392 0.5093 4.7775 0.03
N -1.0891 0.8132 2.6252 0.02
C -2.2498 1.7114 2.7952 -0.04
H 1.1787 -1.3721 3.7177 0.06
H 1.8304 0.2881 3.6568 0.08
H 1.0329 -0.4385 2.2797 0.04
H -0.7426 0.6601 1.6889 0.03
H -3.0040 1.2493 3.4322 0.08
H -2.7318 1.9331 1.8430 0.05
H -1.8828 2.6750 3.1485 0.09
C -1.5536 -3.2007 -3.5601 0.00
C -1.1238 -4.4429 -2.8161 -0.60
O -1.3263 -5.5228 -3.3700 0.02
N -0.5137 -4.3246 -1.6817 -0.01
C 0.0994 -5.3433 -0.8484 -0.03
H -2.4782 -2.7926 -3.1518 0.07
H -1.8561 -3.4131 -4.5855 0.10
H -0.8813 -2.3480 -3.4654 0.04
H -0.4005 -3.3731 -1.3626 0.03
H 1.1285 -5.0844 -0.5992 0.07
H 0.0196 -6.3360 -1.2913 0.09
H -0.5368 -5.4655 0.0282 0.09
C -2.6146 0.2102 -4.4722 0.02
C -2.7235 1.3514 -3.4870 -0.63
O -3.6031 2.1818 -3.6504 0.02
N -1.9499 1.4027 -2.4778 0.03
C -1.9728 2.4250 -1.4462 -0.03
H -2.2179 0.5257 -5.4372 0.09
H -3.5467 -0.3514 -4.5334 0.09
H -1.8715 -0.4718 -4.0589 0.04
H -1.1758 0.7631 -2.3692 0.07
H -2.7081 3.1920 -1.6898 0.09
H -0.9682 2.8241 -1.3061 0.08
H -2.2253 1.9023 -0.5237 0.06
C 3.5902 1.5859 -2.1574 0.01
C 4.7399 1.1871 -1.2490 -0.56
O 5.8321 1.7546 -1.2632 0.02
N 4.4027 0.2347 -0.3577 0.03
C 5.3462 -0.1699 0.7001 -0.05
H 3.0889 0.7740 -2.6843 0.06
H 3.9226 2.3653 -2.8430 0.09
H 2.7419 1.9384 -1.5706 0.06
H 3.4725 -0.1585 -0.3471 0.06
H 4.6533 -0.3152 1.5288 0.07
H 6.1482 0.4886 1.0335 0.09
H 5.8299 -1.0968 0.3920 0.07
C 0.5091 3.0880 -4.4967 0.03
C 0.8276 1.9703 -5.4601 -0.57
O 1.1081 2.1669 -6.6400 0.02
N 0.8528 0.7262 -4.9959 0.04
C 1.1983 -0.4815 -5.8063 -0.05
H 0.8138 4.0201 -4.9726 0.09
H 0.9811 2.9412 -3.5252 0.07
H -0.5641 3.0857 -4.3063 0.08
H 0.7381 0.6017 -4.0002 0.07
H 0.8696 -0.3016 -6.8299 0.08
H 0.6313 -1.3690 -5.5252 0.06
H 2.2538 -0.7535 -5.8094 0.06
C 0.1237 -3.4804 2.3022 0.01
C 1.6065 -3.8584 2.0308 -0.55
O 2.1661 -4.7192 2.7119 0.03
N 2.1792 -3.2112 1.0186 0.04
C 3.5412 -3.5870 0.5931 -0.07
H -0.2273 -2.6941 1.6339 0.06
H 0.0281 -3.1193 3.3262 0.07
H -0.4964 -4.3705 2.1964 0.08
H 1.6829 -2.4702 0.5448 0.06
H 4.0277 -2.6723 0.2544 0.05
H 3.5673 -4.0991 -0.3688 0.03
H 4.2181 -3.9796 1.3518 0.09
C -3.4922 -2.1795 3.6970 0.01
C -3.4068 -3.6159 4.0839 -0.55
O -2.3366 -4.2244 4.2331 0.01
N -4.5045 -4.3215 4.1783 0.00
C -5.8197 -3.8430 4.1723 -0.09
H -2.5348 -1.6763 3.5620 0.07
H -3.8375 -1.5666 4.5296 0.09
H -4.2003 -2.0472 2.8789 0.07
H -4.3526 -5.2727 4.4821 0.15
H -6.1368 -3.7971 3.1305 0.07
H -5.8203 -2.8251 4.5624 0.09
H -6.5508 -4.4240 4.7344 0.09
C 2.4734 2.5257 1.4127 -0.17
C 1.2613 3.0660 0.6874 -0.22
O 1.4432 4.4459 0.6747 -0.18
S 2.0292 4.8712 2.1527 0.72
O 0.9235 5.2249 3.0221 -0.25
O 3.0850 5.8775 2.0285 -0.25
O 2.5897 3.3665 2.5509 -0.17
H 3.4117 2.6143 0.8651 0.13
H 2.3713 1.4568 1.6005 0.12
H 0.3260 2.8333 1.1963 0.12
H 1.1661 2.6339 -0.3087 0.11
C -2.9600 -2.1961 0.0625 -0.13
C -3.5892 -1.1391 -0.8590 -0.15
O -4.9273 -1.0871 -0.4157 -0.21
S -5.5282 -2.5115 0.0790 0.73
O -5.8619 -3.3324 -1.1263 -0.27
O -6.5034 -2.4032 1.1748 -0.26
O -4.0600 -3.0020 0.5871 -0.22
H -2.3446 -1.7108 0.8201 0.11
H -2.3016 -2.8449 -0.5152 0.10
H -3.3455 -1.4234 -1.8827 0.11
H -3.1314 -0.2150 -0.5061 0.12
C 7.1990 -1.2905 -2.7793 -0.16
C 6.7862 -0.4473 -3.9633 -0.14
C 5.5114 -1.1097 -4.4578 -0.17
O 5.1513 -2.1232 -3.4789 -0.32
C 6.3069 -2.4815 -2.7440 -0.22
H 7.1309 -0.6646 -1.8895 0.10
H 8.2135 -1.6887 -2.7990 0.12
H 7.5546 -0.4398 -4.7364 0.11
H 6.5705 0.6055 -3.7813 0.11
H 5.6847 -1.6905 -5.3637 0.12
H 4.7405 -0.3647 -4.6549 0.11
H 6.7909 -3.3168 -3.2501 0.12
H 6.0752 -2.7702 -1.7188 0.12
C -6.9928 1.9174 -0.3748 -0.18
C -5.8487 2.0442 0.5969 -0.17
C -5.7375 3.5674 0.7206 -0.18
O -6.1337 4.0544 -0.5654 -0.15
C -6.7507 3.0453 -1.3928 -0.16
H -7.9686 2.0669 0.0875 0.11
H -7.0377 0.9089 -0.7858 0.10
H -4.9450 1.6144 0.1648 0.09
H -6.0723 1.5389 1.5365 0.12
H -4.6907 3.7831 0.9345 0.09
H -6.3794 4.0002 1.4880 0.12
H -6.0825 2.7342 -2.1957 0.11
H -7.7164 3.4092 -1.7437 0.11
C -2.8629 7.3337 0.4276 -0.18
C -2.7573 5.9265 -0.0516 -0.20
C -2.2498 5.1512 1.1527 -0.18
O -3.1081 5.7376 2.1604 -0.15
C -3.4344 7.1116 1.8621 -0.17
H -3.5682 7.9088 -0.1722 0.11
H -1.9240 7.8875 0.4222 0.11
H -2.0450 5.9221 -0.8767 0.11
H -3.7232 5.6535 -0.4766 0.11
H -1.1885 5.3396 1.3142 0.10
H -2.3269 4.0701 1.0367 0.08
H -3.0240 7.8637 2.5360 0.11
H -4.5155 7.2039 1.7581 0.11
C 4.1715 -2.1651 4.0436 -0.20
C 4.7621 -1.0171 4.7387 -0.18
C 5.9232 -1.5583 5.5606 -0.18
O 5.8232 -2.9764 5.3944 -0.12
C 5.1786 -3.2603 4.1967 -0.24
H 3.9564 -2.0847 2.9781 0.09
H 3.2127 -2.5078 4.4326 0.12
H 3.9451 -0.6919 5.3828 0.11
H 5.2139 -0.1271 4.3007 0.11
H 5.9799 -1.1138 6.5543 0.12
H 6.8632 -1.3194 5.0632 0.11
H 4.7121 -4.2454 4.1933 0.12
H 5.8609 -3.3204 3.3488 0.11

Record 6
10
Properties=species:S:1:pos:R:3:nbo_charge:R:1 method="wB97M-V/def2-TZVPD" e_tot_ev=-12157.033 gap_ev=8.542 e_above_lowest_kj_mol=551.3 e_homo_ev=-10.56 total_charge=0 lumo_ev=-2.020
C 1.2125 -0.2889 0.0512 0.49
C -1.1609 -0.4334 0.1131 0.85
H 2.9423 -0.6206 0.0406 0.36
H 0.2254 -1.9520 0.2344 0.46
N 2.1172 -1.1250 0.0325 -0.58
N 1.2996 1.1016 -0.1812 -0.20
N 0.1487 1.7471 -0.2060 0.25
N -0.0440 -0.9780 0.0265 -0.64
O -1.1465 1.0093 0.4182 -0.41
O -2.3695 -0.7985 -0.2885 -0.58